(1)
{
  "formula": "C48H38CrN4Se2",
  "method": "wB97M-V/def2-TZVPD",
  "spin_multiplicity": 5,
  "homo_energy_ev": [-6.60, -6.74],
  "s2": 6.02,
  "fmax_ev_per_a": 0.887,
  "energy_ev": -215470.0927,
  "symbols": ["Cr", "C", "C", "C", "C", "C", "C", "C", "C", "C", "C", "C", "N", "C", "C", "C", "C", "C", "C", "C", "C", "C", "C", "C", "C", "C", "N", "C", "C", "C", "C", "C", "C", "C", "C", "C", "C", "C", "C", "N", "C", "C", "N", "C", "C", "C", "C", "C", "C", "H", "H", "H", "H", "H", "H", "H", "H", "H", "H", "H", "H", "H", "H", "H", "H", "H", "H", "H", "H", "H", "H", "H", "H", "H", "H", "H", "H", "C", "Se", "C", "C", "Se", "C", "H", "H", "H", "H", "H", "H", "H", "H", "H", "H"],
  "coordinates": [[0.508, 0.903, 0.024], [5.011, -2.406, 5.300], [4.942, -1.028, 5.148], [4.146, -0.477, 4.157], [3.405, -1.292, 3.301], [3.486, -2.671, 3.457], [4.282, -3.224, 4.450], [2.519, -0.660, 2.283], [1.436, 0.083, 2.772], [1.086, 0.206, 4.161], [0.129, 1.165, 4.242], [-0.140, 1.598, 2.900], [0.626, 0.890, 2.016], [-1.068, 2.594, 2.563], [-1.490, 2.840, 1.256], [-2.507, 3.785, 0.888], [-2.704, 3.653, -0.444], [-1.775, 2.661, -0.907], [-1.628, 2.303, -2.251], [-2.608, 2.863, -3.218], [-2.205, 3.766, -4.201], [-3.137, 4.331, -5.058], [-4.479, 3.996, -4.952], [-4.887, 3.086, -3.988], [-3.957, 2.524, -3.128], [-0.557, 1.550, -2.738], [0.464, 1.052, -1.972], [1.408, 0.594, -2.851], [2.639, 0.021, -2.512], [3.643, -0.093, -3.607], [4.120, -1.302, -4.101], [5.061, -1.323, -5.121], [5.540, -0.138, -5.656], [5.068, 1.075, -5.174], [4.124, 1.096, -4.160], [2.993, -0.351, -1.215], [4.158, -1.118, -0.868], [4.086, -1.358, 0.463], [2.899, -0.708, 0.943], [2.243, -0.106, -0.097], [0.935, 0.735, -4.200], [-0.295, 1.301, -4.129], [-1.038, 2.178, 0.142], [-1.552, 3.468, 3.663], [-0.614, 4.219, 4.375], [-1.020, 5.093, 5.370], [-2.367, 5.219, 5.677], [-3.302, 4.451, 5.001], [-2.898, 3.577, 4.003], [5.619, -2.839, 6.084], [5.507, -0.378, 5.804], [4.083, 0.599, 4.047], [2.902, -3.314, 2.810], [4.328, -4.299, 4.565], [1.517, -0.364, 4.966], [-0.360, 1.538, 5.126], [-3.003, 4.459, 1.565], [-3.392, 4.191, -1.073], [-1.160, 4.036, -4.274], [-2.815, 5.049, -5.802], [-5.206, 4.442, -5.619], [-5.935, 2.827, -3.901], [-4.262, 1.817, -2.365], [3.736, -2.231, -3.697], [5.428, -2.270, -5.495], [6.264, -0.153, -6.461], [5.437, 2.009, -5.577], [3.745, 2.036, -3.780], [4.909, -1.467, -1.557], [4.777, -1.916, 1.073], [1.460, 0.403, -5.080], [-0.965, 1.532, -4.939], [0.436, 4.117, 4.133], [-0.287, 5.680, 5.909], [-2.687, 5.908, 6.448], [-4.352, 4.530, 5.255], [-3.621, 2.961, 3.484], [-4.968, -1.849, -0.297], [-3.503, -0.571, -0.032], [-2.623, -1.495, 1.446], [-1.744, -2.643, 0.999], [-0.016, -2.161, 0.158], [-0.489, -2.265, -1.733], [-5.452, -2.047, 0.657], [-4.619, -2.778, -0.743], [-5.675, -1.367, -0.968], [-3.421, -1.858, 2.096], [-2.049, -0.737, 1.980], [-2.276, -3.282, 0.295], [-1.452, -3.238, 1.866], [-0.896, -3.248, -1.958], [0.442, -2.119, -2.279], [-1.193, -1.478, -1.989]],
  "atomic_forces_ev_per_a": [[0.06, 0.11, -0.05], [-0.03, 0.02, 0.01], [0.04, 0.00, 0.01], [0.00, -0.03, -0.03], [0.00, -0.02, 0.13], [-0.08, -0.04, -0.05], [0.04, -0.06, 0.01], [-0.19, 0.20, 0.00], [0.06, -0.09, -0.25], [-0.11, 0.13, 0.08], [0.17, -0.13, 0.03], [-0.13, 0.05, -0.14], [0.12, 0.06, 0.88], [0.17, -0.22, -0.13], [0.11, -0.13, 0.12], [-0.08, 0.09, -0.14], [-0.02, 0.05, 0.15], [0.04, -0.23, -0.05], [0.20, -0.08, 0.09], [-0.01, 0.03, -0.09], [-0.08, 0.00, 0.06], [0.03, 0.05, -0.05], [-0.03, -0.02, -0.02], [-0.02, 0.04, -0.01], [0.07, -0.04, 0.06], [-0.18, 0.05, 0.19], [0.08, 0.06, -0.81], [0.13, -0.15, 0.22], [-0.22, 0.12, -0.02], [0.04, 0.06, -0.06], [-0.09, -0.05, 0.03], [0.07, -0.04, 0.00], [-0.03, 0.05, -0.07], [0.00, 0.04, 0.03], [0.00, -0.12, 0.02], [-0.15, 0.02, -0.04], [0.10, -0.13, 0.14], [0.14, -0.01, -0.11], [-0.04, 0.13, 0.13], [0.77, -0.39, -0.08], [-0.19, 0.09, -0.07], [0.16, -0.13, -0.08], [-0.74, 0.41, -0.03], [0.02, -0.01, 0.07], [-0.10, 0.04, -0.03], [-0.02, 0.01, 0.06], [-0.01, 0.00, 0.04], [-0.06, -0.01, 0.01], [0.04, -0.05, -0.04], [0.02, 0.00, -0.02], [0.01, -0.01, 0.01], [0.01, 0.01, -0.02], [0.01, 0.01, -0.04], [-0.02, 0.00, -0.01], [0.05, 0.02, 0.02], [-0.02, -0.01, 0.01], [0.00, 0.02, -0.01], [-0.01, 0.06, 0.03], [0.00, 0.03, 0.01], [0.00, -0.02, -0.02], [0.00, 0.01, 0.00], [0.01, -0.04, 0.01], [-0.04, 0.01, 0.00], [0.02, 0.00, 0.02], [-0.04, -0.01, -0.01], [0.04, -0.03, 0.03], [0.00, -0.02, -0.05], [0.03, 0.02, 0.00], [0.03, 0.09, 0.00], [0.02, 0.02, -0.01], [0.03, 0.04, -0.01], [0.00, 0.00, -0.02], [0.00, 0.03, -0.04], [0.02, 0.00, -0.02], [0.01, 0.00, 0.01], [-0.01, -0.01, -0.01], [-0.03, 0.04, -0.01], [0.26, 0.15, 0.07], [-0.12, 0.08, -0.04], [0.02, 0.13, -0.23], [0.35, -0.15, -0.17], [-0.71, -0.06, 0.15], [-0.03, 0.05, 0.12], [-0.02, 0.01, -0.01], [0.02, 0.02, 0.00], [-0.01, -0.04, 0.00], [0.06, 0.03, 0.07], [-0.02, 0.02, 0.02], [0.05, -0.13, 0.06], [-0.05, -0.08, -0.04], [0.01, 0.00, 0.00], [0.01, 0.00, 0.00], [-0.01, -0.02, -0.01]],
  "mulliken_charge": [0.58, -0.38, -0.87, 0.07, -1.09, 0.08, -0.83, 1.28, 0.20, -1.46, -1.21, -0.39, 0.89, 1.20, 0.38, -1.47, -1.39, 0.07, 1.43, -0.61, -0.24, -0.82, -0.45, -0.77, -0.05, -0.05, 0.90, -0.11, 1.20, -1.07, 0.03, -0.86, -0.36, -0.89, 0.03, 0.15, -1.40, -1.47, 0.43, 0.60, -1.21, -1.46, 0.76, -0.47, -0.19, -0.85, -0.41, -0.77, -0.24, 0.39, 0.38, 0.46, 0.46, 0.39, 0.61, 0.61, 0.59, 0.56, 0.52, 0.38, 0.39, 0.41, 0.49, 0.48, 0.38, 0.39, 0.38, 0.46, 0.59, 0.53, 0.59, 0.67, 0.47, 0.39, 0.39, 0.39, 0.56, -1.06, 0.20, -0.33, -0.89, 0.31, -0.69, 0.31, 0.31, 0.32, 0.50, -0.20, 0.37, 0.46, 0.47, 0.11, 0.04]
}


(2)
{
  "formula": "C8H12Cl16GaS",
  "method": "wB97M-V/def2-TZVPD",
  "total_charge": -1,
  "spin_multiplicity": 1,
  "homo_energy_ev": -4.08,
  "fmax_ev_per_a": 0.245,
  "energy_ev": -272059.3918,
  "symbols": ["C", "C", "S", "C", "Ga", "C", "H", "H", "H", "H", "H", "H", "H", "H", "H", "H", "H", "H", "C", "Cl", "Cl", "Cl", "Cl", "C", "Cl", "Cl", "Cl", "Cl", "C", "Cl", "Cl", "Cl", "Cl", "C", "Cl", "Cl", "Cl", "Cl"],
  "coordinates": [[-1.326, -3.236, -2.022], [-0.936, -2.004, -1.208], [0.379, -1.073, -2.041], [-0.034, 0.687, -1.858], [1.658, 1.801, -1.478], [1.184, 3.676, -0.829], [-1.957, -3.912, -1.436], [-1.883, -2.938, -2.911], [-0.435, -3.773, -2.350], [-1.806, -1.363, -1.065], [-0.604, -2.311, -0.213], [-0.484, 1.000, -2.804], [-0.778, 0.837, -1.075], [2.517, 1.920, -2.848], [2.530, 1.037, -0.347], [1.230, 3.760, 0.261], [1.929, 4.372, -1.230], [0.201, 4.039, -1.147], [3.515, 4.028, 3.108], [4.094, 4.254, 1.469], [3.020, 5.589, 3.793], [2.144, 2.923, 3.108], [4.808, 3.347, 4.116], [5.633, -0.145, 6.303], [6.047, -0.892, 7.856], [5.516, -1.391, 5.063], [4.092, 0.695, 6.447], [6.902, 1.007, 5.861], [-4.692, 0.340, 0.034], [-4.563, -0.482, -1.528], [-5.633, 1.824, -0.159], [-5.516, -0.723, 1.187], [-3.079, 0.717, 0.613], [-4.733, -4.719, -4.134], [-4.844, -3.122, -3.398], [-4.261, -5.900, -2.909], [-6.308, -5.172, -4.806], [-3.529, -4.695, -5.423]],
  "atomic_forces_ev_per_a": [[-0.05, 0.14, 0.09], [-0.21, -0.13, -0.03], [0.08, 0.07, 0.08], [0.06, -0.03, -0.21], [0.17, 0.03, 0.04], [0.02, 0.07, -0.02], [0.04, -0.04, -0.02], [0.07, -0.01, -0.07], [-0.03, -0.08, 0.03], [0.05, 0.08, -0.08], [0.07, 0.04, -0.02], [-0.12, 0.07, 0.07], [0.12, -0.15, 0.11], [-0.05, -0.02, -0.02], [-0.04, 0.01, 0.04], [-0.07, -0.04, 0.00], [-0.04, 0.04, 0.01], [-0.01, -0.04, -0.04], [-0.04, -0.06, -0.03], [0.01, 0.00, -0.03], [0.00, 0.01, 0.00], [0.00, 0.00, 0.00], [0.04, 0.04, -0.01], [0.01, -0.01, -0.02], [0.00, -0.01, 0.01], [0.00, 0.00, 0.00], [-0.01, -0.01, 0.03], [-0.02, 0.00, 0.01], [0.09, -0.06, -0.05], [-0.04, 0.11, 0.03], [0.00, 0.02, 0.00], [-0.01, -0.01, 0.00], [-0.05, 0.07, 0.09], [0.05, 0.02, -0.01], [-0.08, -0.09, -0.02], [0.00, -0.01, 0.00], [-0.01, 0.00, -0.01], [0.00, 0.00, 0.00]],
  "mulliken_charge": [-0.98, 0.34, -0.30, -0.17, 0.16, -0.85, 0.31, 0.20, 0.32, -0.38, 0.29, 0.36, -0.25, -0.28, -0.22, 0.08, 0.21, 0.30, 0.31, -0.05, -0.13, -0.08, -0.07, 0.36, -0.12, -0.09, -0.06, -0.10, 0.31, -0.07, -0.12, -0.12, -0.06, 0.30, -0.02, -0.10, -0.12, -0.09]
}